This record from OMol25 describes a 15-piece molecular cluster, C21H57FN14O30 overall. The level of theory is ωB97M-V/def2-TZVPD.

Each line ends with the Mulliken charge.
Cartesian coordinates (Å):
1 C 2.450 1.071 3.517  -0.6717
2 O 1.443 2.099 3.518  -0.3453
3 C 0.536 1.970 2.414  0.1800
4 C -0.971 1.794 2.847  0.0218
5 C -1.095 0.406 3.608  -0.5535
6 C -1.575 -0.669 2.518  0.8093
7 C -1.608 -2.151 3.073  -0.1289
8 F -0.517 -2.445 3.947  -0.3916
9 O -1.490 2.902 3.583  -0.4458
10 C -2.927 2.757 3.739  -0.7617
11 H 3.331 1.501 4.085  0.3140
12 H 2.136 0.126 4.035  0.2461
13 H 2.854 0.836 2.477  0.3440
14 H 0.597 2.841 1.692  0.3705
15 H 0.810 1.055 1.807  -0.3523
16 H -1.578 1.706 1.899  0.2682
17 H -1.818 0.401 4.463  0.4406
18 H -0.095 0.086 4.024  -0.0525
19 H -2.614 -0.316 2.205  -0.1770
20 H -0.918 -0.533 1.606  -0.2450
21 H -2.575 -2.273 3.635  0.1556
22 H -1.592 -2.857 2.198  0.1869
23 H -3.458 3.729 3.631  0.3793
24 H -3.372 2.055 2.972  0.2429
25 H -3.092 2.289 4.752  0.2686
26 C 1.810 -2.759 0.370  -0.6031
27 N 1.788 -1.278 0.297  0.9633
28 O 2.319 -0.656 1.198  -0.5720
29 O 1.235 -0.785 -0.666  -0.5537
30 H 2.335 -3.058 1.273  0.3438
31 H 0.777 -3.107 0.391  0.2429
32 H 2.328 -3.116 -0.514  0.0529
33 C -5.299 -2.949 1.921  -0.8019
34 N -5.317 -1.469 1.840  1.0870
35 O -4.757 -0.856 2.733  -0.5749
36 O -5.888 -0.969 0.887  -0.6152
37 H -4.756 -3.242 2.815  0.2695
38 H -6.331 -3.291 1.968  0.3486
39 H -4.801 -3.321 1.030  0.3082
40 C 1.753 0.233 -3.434  -0.2295
41 N 2.645 0.045 -4.608  1.0124
42 O 2.164 -0.453 -5.611  -0.5750
43 O 3.801 0.404 -4.485  -0.5486
44 H 0.759 -0.129 -3.684  -0.0095
45 H 2.172 -0.336 -2.609  0.0643
46 H 1.730 1.298 -3.208  0.3093
47 C 5.444 -3.842 -2.972  -0.6209
48 N 4.658 -3.667 -1.726  0.9045
49 O 4.443 -4.650 -1.042  -0.5623
50 O 4.276 -2.536 -1.475  -0.4723
51 H 5.717 -4.889 -3.071  0.3258
52 H 4.819 -3.529 -3.795  0.2721
53 H 6.330 -3.217 -2.888  0.1593
54 C -0.843 -5.683 4.410  -0.6500
55 N -0.879 -6.024 2.965  0.9317
56 O -0.475 -5.185 2.185  -0.4774
57 O -1.313 -7.123 2.665  -0.5697
58 H -0.439 -4.680 4.520  0.1743
59 H -1.862 -5.733 4.787  0.2725
60 H -0.204 -6.415 4.901  0.3133
61 C 3.248 4.738 2.446  -0.3386
62 N 4.675 5.150 2.417  0.9507
63 O 5.390 4.775 3.327  -0.5479
64 O 5.031 5.840 1.478  -0.5780
65 H 3.074 4.132 3.332  0.2288
66 H 2.647 5.644 2.474  0.0975
67 H 3.054 4.163 1.543  0.2540
68 C 6.925 -0.004 -1.994  -0.5148
69 N 8.068 -0.951 -1.914  0.9391
70 O 7.817 -2.110 -1.634  -0.5648
71 O 9.175 -0.502 -2.134  -0.5644
72 H 6.008 -0.545 -1.775  0.0789
73 H 7.098 0.780 -1.259  0.3395
74 H 6.905 0.400 -3.004  0.2713
75 C -4.608 -7.989 1.477  -0.6961
76 N -4.961 -6.556 1.634  0.9249
77 O -5.175 -5.915 0.619  -0.5199
78 O -5.008 -6.124 2.773  -0.5141
79 H -4.603 -8.233 0.418  0.3105
80 H -3.621 -8.132 1.912  0.2216
81 H -5.361 -8.571 2.005  0.2876
82 C -1.738 1.142 -6.073  -0.7608
83 N -1.734 0.579 -4.699  0.9002
84 O -1.764 -0.632 -4.590  -0.5035
85 O -1.700 1.378 -3.777  -0.4861
86 H -1.768 0.324 -6.787  0.3420
87 H -2.620 1.771 -6.167  0.2931
88 H -0.826 1.724 -6.191  0.2532
89 C -7.458 2.935 4.622  -0.7622
90 N -6.017 3.292 4.631  0.8980
91 O -5.349 2.892 5.564  -0.5082
92 O -5.614 3.964 3.697  -0.5150
93 H -7.675 2.341 5.506  0.3084
94 H -8.025 3.863 4.629  0.2913
95 H -7.648 2.364 3.715  0.2826
96 C -3.252 -0.596 -1.156  -0.5930
97 N -2.423 -1.772 -0.784  0.8571
98 O -2.814 -2.473 0.136  -0.4087
99 O -1.409 -1.955 -1.421  -0.5362
100 H -4.123 -0.562 -0.508  0.1121
101 H -2.638 0.294 -1.028  0.2659
102 H -3.549 -0.720 -2.196  0.2685
103 C 1.713 8.962 1.236  -0.6799
104 N 0.650 8.015 1.662  0.8872
105 O 1.003 6.928 2.081  -0.5704
106 O -0.499 8.395 1.559  -0.5279
107 H 2.681 8.490 1.382  0.2596
108 H 1.548 9.189 0.185  0.2816
109 H 1.620 9.856 1.850  0.2780
110 C 5.433 -2.387 -7.598  -0.7405
111 N 5.463 -3.001 -6.246  0.8372
112 O 5.469 -4.216 -6.178  -0.5352
113 O 5.478 -2.239 -5.296  -0.4163
114 H 5.422 -3.180 -8.340  0.3120
115 H 4.531 -1.781 -7.662  0.2463
116 H 6.327 -1.774 -7.698  0.2919
117 C -2.196 5.456 -4.766  -0.6706
118 N -2.226 5.137 -6.217  0.8505
119 O -1.806 5.976 -6.987  -0.5099
120 O -2.673 4.048 -6.530  -0.5215
121 H -1.776 6.450 -4.637  0.3153
122 H -3.220 5.418 -4.401  0.2708
123 H -1.576 4.707 -4.278  0.2554

Atoms 1-3, force components in eV/Å:
C 1.6 0.5 0.0
O -0.1 -0.7 -0.9
C -0.9 -0.1 -0.6

Its charge is 0. As for the HOMO energy: -8.95 eV. Its LUMO energy is -0.13 eV. As for the relative energy (zero: lowest compared OMol25 entry of this formula, charge and spin): 0.00 kcal per mole. The value obtained for the HOMO-LUMO gap is 8.814 eV.

=====

This record from OMol25 describes a 5-piece molecular cluster, C21H57N4O7 overall. The level of theory is ωB97M-V/def2-TZVPD.

Each line ends with the Mulliken charge.
Cartesian coordinates (Å):
1 C -2.327 -0.930 2.805  -0.8339
2 N -1.992 -2.395 2.713  0.1314
3 C -2.603 -3.079 3.905  -0.8144
4 C -2.646 -2.877 1.440  -0.8128
5 C -0.514 -2.577 2.619  -0.0813
6 C 0.333 -1.931 3.674  -0.9218
7 O 0.698 -0.589 3.295  -0.2099
8 H -1.557 -0.400 2.250  0.0897
9 H -2.222 -0.554 3.823  0.2847
10 H -3.336 -0.729 2.470  0.5531
11 H -2.249 -2.553 4.783  0.3977
12 H -2.195 -4.090 3.969  0.3683
13 H -3.673 -3.150 3.768  0.3623
14 H -3.690 -3.045 1.670  0.3397
15 H -2.132 -3.778 1.108  0.3285
16 H -2.473 -2.131 0.672  0.4079
17 H -0.241 -2.211 1.629  -0.0871
18 H -0.359 -3.657 2.651  0.5177
19 H 1.287 -2.426 3.859  0.5179
20 H -0.158 -1.892 4.651  0.4158
21 H 0.986 -0.105 4.076  0.2016
22 C 5.726 -1.248 0.778  -0.8435
23 N 4.224 -1.134 0.969  0.2059
24 C 3.604 -1.572 -0.302  -0.6466
25 C 3.888 -2.038 2.086  -0.5134
26 C 3.828 0.292 1.243  0.2378
27 C 4.220 0.876 2.584  -0.8603
28 O 5.624 0.849 2.776  -0.5542
29 H 5.876 -2.198 0.265  0.4217
30 H 6.221 -1.191 1.733  0.3975
31 H 6.084 -0.499 0.077  0.3520
32 H 4.000 -0.988 -1.125  0.4302
33 H 2.521 -1.486 -0.206  -0.0127
34 H 3.853 -2.625 -0.431  0.4365
35 H 2.820 -2.144 2.262  -0.2516
36 H 4.395 -1.682 2.976  0.4787
37 H 4.250 -3.032 1.827  0.4672
38 H 2.734 0.273 1.174  -0.2620
39 H 4.207 0.913 0.435  0.4559
40 H 3.632 0.513 3.428  0.4418
41 H 3.955 1.940 2.476  0.3164
42 H 5.859 0.661 3.690  0.3720
43 C 1.017 3.712 2.248  -0.9958
44 N -0.439 3.584 2.113  0.1758
45 C -1.029 3.309 3.465  -0.6302
46 C -0.975 4.805 1.489  -0.8735
47 C -0.653 2.393 1.177  0.0806
48 C -2.053 2.119 0.666  -0.7875
49 O -2.963 1.866 1.755  -0.5166
50 H 1.472 4.116 1.349  0.3984
51 H 1.425 2.760 2.574  0.3495
52 H 1.214 4.451 3.028  0.4642
53 H -2.100 3.409 3.386  0.3986
54 H -0.633 4.032 4.175  0.3481
55 H -0.703 2.309 3.730  0.1616
56 H -0.401 5.122 0.627  0.3314
57 H -0.928 5.615 2.221  0.4007
58 H -2.032 4.652 1.293  0.3913
59 H -0.190 1.504 1.601  -0.1353
60 H -0.075 2.691 0.297  0.2858
61 H -1.998 1.186 0.105  0.0922
62 H -2.440 2.899 0.014  0.6701
63 H -3.627 2.559 1.828  0.3517
64 C -1.478 -1.235 -4.768  -0.9887
65 N -1.977 0.045 -5.430  0.2113
66 C -3.473 -0.072 -5.495  -0.9785
67 C -1.633 1.191 -4.548  -1.0948
68 C -1.367 0.202 -6.778  -0.3924
69 C -2.035 -0.547 -7.911  -0.6927
70 O -2.091 -1.928 -7.615  -0.4971
71 H -1.448 -2.029 -5.498  0.3325
72 H -2.100 -1.431 -3.901  0.4276
73 H -0.497 -0.977 -4.367  0.3682
74 H -3.901 0.058 -4.510  0.4049
75 H -3.715 -1.033 -5.941  0.3802
76 H -3.846 0.681 -6.189  0.3995
77 H -1.976 2.108 -5.026  0.4251
78 H -0.545 1.226 -4.524  0.4648
79 H -2.040 1.060 -3.556  0.3478
80 H -0.305 -0.027 -6.761  0.3710
81 H -1.505 1.260 -7.021  0.3291
82 H -1.475 -0.357 -8.833  0.4608
83 H -3.025 -0.130 -8.138  0.3644
84 H -2.500 -2.388 -8.357  0.3319
85 O -0.456 -1.697 -0.842  -0.6729
86 C 0.091 -0.429 -1.040  0.6259
87 O 1.105 -0.161 -0.331  -0.8040
88 O -0.428 0.298 -1.883  -0.5443
89 H 0.275 -2.165 -0.424  0.2350

Atoms 1-3, force components in eV/Å:
C 0.7 0.5 0.4
N -1.1 1.0 0.3
C 1.1 -0.7 -0.3

Its charge is +3. As for the HOMO energy: -15.59 eV. Its LUMO energy is -6.52 eV. As for the relative energy (zero: lowest compared OMol25 entry of this formula, charge and spin): 9.80 kcal per mole. The value obtained for the HOMO-LUMO gap is 9.078 eV.

=====

This record from OMol25 describes C21H58Ag3N5O6 as an isolated structure. The level of theory is ωB97M-V/def2-TZVPD.

Each line ends with the Mulliken charge.
Cartesian coordinates (Å):
1 Ag 3.665 -20.211 13.570  0.3417
2 Ag 2.231 -17.942 11.169  0.1959
3 Ag 4.548 -16.613 13.929  0.3348
4 C 1.740 -17.816 14.849  0.1199
5 O 2.456 -17.896 13.653  -0.4825
6 H 2.473 -17.529 15.603  0.2463
7 H 0.914 -17.105 14.850  -0.3902
8 H 1.418 -18.725 15.356  -0.0643
9 C 4.139 -22.998 16.600  -1.2786
10 C 3.439 -22.170 15.501  -0.0336
11 C 1.936 -22.327 15.231  -0.3986
12 O 1.564 -21.442 14.147  -0.1488
13 C 0.153 -21.229 14.116  -0.5105
14 N 3.790 -20.795 15.798  -0.6058
15 H 3.569 -23.908 16.410  0.3161
16 H 3.772 -22.924 17.624  0.4005
17 H 5.219 -22.989 16.451  0.3864
18 H 3.800 -22.467 14.516  0.3488
19 H 1.291 -22.110 16.082  0.3595
20 H 1.918 -23.406 15.079  0.3032
21 H -0.165 -21.937 13.350  0.4022
22 H -0.086 -20.193 13.874  0.1282
23 H -0.498 -21.544 14.931  0.0836
24 H 3.492 -20.575 16.737  0.2664
25 H 4.796 -20.743 15.879  0.3029
26 C 5.996 -13.773 14.668  -1.2508
27 C 4.889 -14.032 15.697  -0.1726
28 C 3.610 -13.614 15.053  -0.4882
29 O 3.334 -14.416 13.926  -0.0232
30 C 2.071 -14.072 13.389  -0.5005
31 N 5.119 -15.416 16.022  -0.4491
32 H 5.993 -12.746 14.302  0.3782
33 H 5.846 -14.444 13.822  0.2495
34 H 7.034 -13.983 14.927  0.3614
35 H 5.031 -13.292 16.485  0.3632
36 H 3.855 -12.608 14.711  0.3905
37 H 2.785 -13.801 15.740  0.3155
38 H 2.054 -12.982 13.394  0.5037
39 H 1.186 -14.388 13.941  -0.0699
40 H 1.963 -14.344 12.339  0.1919
41 H 6.036 -15.346 16.440  0.2516
42 H 4.426 -15.559 16.742  0.2351
43 C -1.842 -18.323 16.478  -1.5676
44 C -2.427 -19.637 16.380  0.9718
45 C -2.125 -20.660 17.506  -0.9401
46 O -2.517 -21.929 17.082  -0.3680
47 C -1.994 -22.917 17.928  -0.8222
48 N -3.811 -19.507 16.214  -0.7833
49 H -2.349 -17.575 17.088  0.1131
50 H -1.776 -17.837 15.505  0.2580
51 H -0.806 -18.382 16.811  0.4340
52 H -2.116 -20.045 15.418  0.1312
53 H -2.539 -20.388 18.477  0.5675
54 H -1.043 -20.610 17.629  0.3320
55 H -0.918 -23.007 18.076  0.2727
56 H -2.317 -23.858 17.483  0.3156
57 H -2.391 -22.964 18.942  0.3563
58 H -3.932 -19.184 15.265  0.2938
59 H -4.024 -20.493 16.178  0.3396
60 C -0.940 -16.057 11.550  -0.9191
61 C -0.894 -16.618 10.136  0.0452
62 C -1.451 -15.625 9.160  -0.7132
63 O -0.849 -14.362 9.341  -0.3520
64 C -0.209 -13.804 8.255  -0.7941
65 N 0.533 -16.741 9.866  -0.3734
66 H -0.606 -16.781 12.294  0.1614
67 H -1.977 -15.817 11.789  0.4489
68 H -0.277 -15.198 11.653  -0.0251
69 H -1.581 -17.464 10.117  0.3623
70 H -2.533 -15.610 9.290  0.4475
71 H -1.213 -15.943 8.144  0.4536
72 H -0.169 -12.720 8.358  0.2551
73 H -0.754 -13.991 7.330  0.3583
74 H 0.827 -14.128 8.159  0.3212
75 H 0.713 -15.760 9.709  0.1444
76 H 0.795 -17.195 9.003  0.3084
77 C -2.897 -14.834 17.235  -1.4519
78 C -1.798 -14.615 16.150  1.1989
79 C -1.287 -13.157 16.252  -1.0708
80 O -0.386 -12.730 15.294  -0.2551
81 C -0.931 -12.613 14.021  -0.6743
82 N -0.683 -15.430 16.525  -0.5794
83 H -3.601 -14.032 17.012  0.4328
84 H -2.525 -14.626 18.238  0.3281
85 H -3.463 -15.765 17.248  0.3909
86 H -2.085 -14.931 15.147  -0.0331
87 H -0.791 -13.002 17.210  0.3549
88 H -2.177 -12.532 16.176  0.4740
89 H -0.177 -12.644 13.234  0.2852
90 H -1.684 -11.852 13.817  0.3710
91 H -1.206 -13.624 13.720  0.1516
92 H 0.157 -15.262 15.991  0.0816
93 H -0.860 -16.398 16.297  0.0523

Atoms 1-3, force components in eV/Å:
Ag -0.5 1.7 -0.8
Ag -0.1 0.1 0.9
Ag -0.8 -0.6 0.1

Its spin multiplicity is 2. Its charge is +1. As for the HOMO energy (alpha / beta): -7.73 / -10.70 eV. Its LUMO energy (alpha / beta) is -2.47 / -3.22 eV. Its expectation value of S² is 0.752. The value obtained for the HOMO-LUMO gap (alpha / beta) is 5.264 / 7.480 eV.

=====

This record from OMol25 describes a 3-piece molecular cluster, C21H59BN6O3P3 overall. The level of theory is ωB97M-V/def2-TZVPD.

Each line ends with the Mulliken charge.
Cartesian coordinates (Å):
1 C 3.201 1.255 0.895  -1.4804
2 C 3.203 0.861 2.369  0.2805
3 C 4.388 -0.058 2.749  -0.9928
4 C 5.558 0.765 3.328  -0.6157
5 P 5.392 1.198 5.084  0.2327
6 C 6.121 2.854 5.314  -0.5780
7 C 5.510 3.862 4.295  -0.1589
8 C 5.381 5.268 4.869  -1.5851
9 B 3.568 1.067 5.811  0.0394
10 O 3.351 0.029 6.670  -0.4297
11 C 2.398 2.038 5.498  -0.0291
12 C 1.607 2.448 6.788  -1.2446
13 H 3.292 0.390 0.242  0.3834
14 H 2.240 1.724 0.680  0.4072
15 H 3.944 2.025 0.683  0.2810
16 H 2.263 0.417 2.692  0.3762
17 H 3.324 1.786 2.942  -0.1724
18 H 4.720 -0.538 1.829  0.5802
19 H 4.111 -0.844 3.455  0.3026
20 H 6.474 0.179 3.211  0.5067
21 H 5.703 1.642 2.698  0.3250
22 H 6.177 0.283 5.801  0.1527
23 H 7.178 2.747 5.063  0.4436
24 H 6.050 3.187 6.348  0.5227
25 H 4.556 3.464 3.944  0.0845
26 H 6.191 3.902 3.446  0.3713
27 H 4.900 5.891 4.116  0.3946
28 H 6.379 5.683 5.010  0.3999
29 H 4.819 5.310 5.799  0.3754
30 H 3.841 0.110 7.496  0.3490
31 H 2.689 2.938 4.959  0.2978
32 H 1.692 1.480 4.873  0.1986
33 H 1.512 3.531 6.782  0.3679
34 H 0.604 2.035 6.754  0.3569
35 H 2.113 2.119 7.692  0.2531
36 O 0.901 -1.157 -1.456  -0.8914
37 P 0.440 -2.501 -1.960  0.8793
38 N 1.810 -3.461 -1.561  0.1270
39 C 2.200 -4.673 -2.250  -0.7833
40 C 2.006 -3.623 -0.126  -1.1501
41 N 0.436 -2.085 -3.658  0.2984
42 C 1.638 -2.294 -4.452  -1.1766
43 C -0.076 -0.736 -3.911  -0.8849
44 N -0.615 -3.898 -2.252  0.0311
45 C -1.109 -4.241 -3.582  -0.7386
46 C -1.754 -3.927 -1.309  -1.0401
47 H 1.570 -5.536 -1.992  0.2973
48 H 3.229 -4.921 -1.980  0.3628
49 H 2.191 -4.561 -3.330  0.1471
50 H 1.293 -4.341 0.308  0.3300
51 H 1.882 -2.668 0.387  0.2777
52 H 3.018 -3.976 0.085  0.3822
53 H 2.547 -1.932 -3.952  0.3038
54 H 1.546 -1.776 -5.407  0.3787
55 H 1.771 -3.345 -4.712  0.3049
56 H 0.682 0.035 -3.728  0.2929
57 H -0.936 -0.517 -3.279  0.0161
58 H -0.407 -0.660 -4.948  0.4059
59 H -1.699 -3.450 -4.048  0.2032
60 H -1.743 -5.127 -3.487  0.3794
61 H -0.292 -4.518 -4.244  0.2512
62 H -2.482 -3.149 -1.533  0.2293
63 H -1.399 -3.777 -0.283  0.3535
64 H -2.255 -4.895 -1.338  0.4356
65 O -3.674 0.104 -3.900  -0.8170
66 P -4.703 0.650 -2.953  0.6450
67 N -4.927 -0.687 -1.904  0.1566
68 C -6.112 -0.931 -1.109  -0.7944
69 C -3.733 -1.018 -1.142  -0.7318
70 N -6.040 0.796 -4.061  0.2937
71 C -6.988 -0.302 -4.199  -1.1190
72 C -5.620 1.237 -5.391  -1.1300
73 N -5.352 1.865 -1.855  0.0729
74 C -6.603 2.568 -2.114  -0.8366
75 C -4.310 2.853 -1.489  -1.0928
76 H -6.177 -0.280 -0.225  0.3081
77 H -6.099 -1.966 -0.760  0.3608
78 H -7.028 -0.817 -1.680  0.1509
79 H -3.562 -0.309 -0.316  0.3085
80 H -2.854 -1.003 -1.789  -0.2121
81 H -3.809 -2.021 -0.722  0.4033
82 H -6.497 -1.279 -4.291  0.3272
83 H -7.608 -0.148 -5.082  0.3913
84 H -7.690 -0.334 -3.363  0.2614
85 H -5.215 0.416 -5.992  0.3172
86 H -4.852 2.008 -5.322  0.3565
87 H -6.474 1.667 -5.920  0.3848
88 H -6.607 3.127 -3.051  0.2786
89 H -6.770 3.274 -1.296  0.4011
90 H -7.447 1.882 -2.102  0.2297
91 H -4.064 3.517 -2.324  0.3627
92 H -3.393 2.337 -1.188  0.3313
93 H -4.632 3.460 -0.642  0.3731

Atoms 1-3, force components in eV/Å:
C -0.7 0.2 0.3
C 0.6 0.0 0.4
C -0.3 0.5 0.0

Its charge is +1. As for the HOMO energy: -9.45 eV. Its LUMO energy is -3.73 eV. The value obtained for the HOMO-LUMO gap is 5.729 eV.